Record 1
{"formula": "C19H32Br2FN2O10P", "method": "wB97M-V/def2-TZVPD", "species": ["C", "C", "Br", "C", "Br", "C", "C", "C", "O", "F", "C", "O", "O", "C", "O", "C", "C", "C", "C", "O", "C", "P", "O", "O", "O", "H", "H", "H", "H", "H", "H", "H", "H", "H", "H", "H", "H", "H", "H", "H", "H", "H", "H", "C", "N", "C", "C", "O", "H", "H", "H", "H", "H", "H", "H", "C", "N", "C", "C", "O", "H", "H", "H", "H", "H", "H", "H"], "xyz": [[1.69, -3.63, 2.80], [1.77, -2.14, 2.52], [2.92, -1.58, 1.10], [1.08, -1.25, 3.20], [-0.07, -1.97, 4.59], [1.12, 0.29, 2.95], [2.52, 0.98, 2.94], [2.86, 1.76, 1.68], [3.45, 1.41, 0.77], [2.41, 3.05, 1.70], [0.50, 0.81, 4.31], [1.02, 0.92, 5.34], [-0.85, 1.14, 4.26], [-1.23, 1.18, 2.90], [-1.41, 2.61, 2.69], [-2.63, 0.65, 2.56], [-2.87, -0.85, 2.85], [-4.40, -1.11, 2.61], [-4.70, -2.51, 2.09], [-4.62, -3.46, 3.16], [-0.01, 0.86, 2.00], [-0.30, -0.05, 0.40], [-0.45, -1.49, 0.57], [-1.47, 0.63, -0.46], [1.05, 0.22, -0.48], [1.83, -3.84, 3.86], [2.56, -4.08, 2.29], [0.79, -4.08, 2.37], [2.67, 1.66, 3.79], [3.29, 0.21, 3.03], [-1.59, 3.03, 3.55], [-3.33, 1.20, 3.20], [-2.94, 0.86, 1.53], [-2.69, -1.06, 3.91], [-2.34, -1.53, 2.18], [-4.71, -0.41, 1.81], [-4.98, -0.83, 3.50], [-4.09, -2.81, 1.22], [-5.76, -2.51, 1.74], [-5.05, -4.25, 2.80], [0.24, 1.87, 1.61], [-2.22, 0.02, -0.53], [0.95, 1.14, -0.80], [3.42, -0.34, -2.98], [3.12, -0.54, -4.39], [1.96, -0.99, -4.94], [0.84, -1.33, -4.00], [1.86, -1.10, -6.15], [3.68, 0.71, -2.82], [4.28, -0.96, -2.71], [2.58, -0.60, -2.35], [3.84, -0.32, -5.07], [-0.02, -1.68, -4.57], [1.14, -2.13, -3.32], [0.54, -0.45, -3.42], [-0.66, 1.44, -5.30], [-0.63, 2.09, -4.00], [0.32, 2.92, -3.49], [1.52, 3.22, -4.35], [0.19, 3.39, -2.37], [-1.55, 1.76, -5.83], [-0.70, 0.36, -5.15], [0.22, 1.68, -5.89], [-1.40, 1.93, -3.37], [2.19, 3.89, -3.81], [2.06, 2.30, -4.59], [1.21, 3.71, -5.28]], "lowdin_charge": [-0.159, -0.714, 0.938, -0.559, 0.944, -0.257, -0.032, -0.505, 0.150, 0.091, -0.518, 0.164, 0.085, -0.454, 0.001, -0.108, -0.194, -0.181, -0.272, -0.074, -0.117, 0.502, -0.261, -0.115, -0.196, 0.056, 0.058, 0.091, 0.136, 0.102, 0.115, 0.137, 0.109, 0.076, 0.090, 0.109, 0.122, 0.118, 0.114, 0.081, 0.133, 0.093, 0.083, -0.069, 0.008, -0.559, -0.015, 0.024, 0.085, 0.086, 0.050, 0.140, 0.082, 0.093, 0.063, -0.062, 0.016, -0.553, -0.001, 0.019, 0.087, 0.059, 0.082, 0.135, 0.085, 0.071, 0.088], "smiles": "C/C(Br)=C(\\Br)[C@]1(CC(=O)F)C(=O)O[C@](O)(CCCCO)[C@@H]1P(=O)(O)O.CNC(C)=O.CNC(C)=O", "e_lumo_ev": 0.21, "gap_ev": 9.5, "e_homo_ev": -9.31}

***

Record 2
{"formula": "C31H22N5O2Re", "method": "wB97M-V/def2-TZVPD", "species": ["Re", "O", "C", "N", "C", "C", "C", "C", "C", "C", "N", "C", "O", "C", "C", "C", "C", "C", "N", "C", "C", "C", "C", "C", "N", "H", "H", "H", "H", "H", "H", "H", "H", "H", "H", "H", "H", "N", "C", "C", "C", "C", "C", "C", "C", "C", "C", "C", "C", "C", "C", "H", "H", "H", "H", "H", "H", "H", "H", "H", "H"], "xyz": [[-0.99, -0.63, -0.51], [-4.92, 0.94, -1.01], [-3.74, 0.76, -0.77], [-2.99, -0.37, -0.99], [-3.61, -1.47, -1.57], [-4.95, -1.53, -1.97], [-5.47, -2.68, -2.54], [-4.66, -3.79, -2.73], [-3.33, -3.76, -2.34], [-2.78, -2.61, -1.76], [-1.47, -2.48, -1.33], [-0.61, -3.54, -1.50], [-0.85, -4.63, -1.99], [0.76, -3.27, -1.00], [1.72, -4.28, -1.12], [3.00, -4.04, -0.67], [3.26, -2.79, -0.11], [2.25, -1.86, -0.02], [1.01, -2.08, -0.46], [-2.97, 1.86, -0.15], [-3.62, 3.06, 0.13], [-2.91, 4.09, 0.72], [-1.57, 3.87, 0.99], [-1.00, 2.66, 0.68], [-1.68, 1.65, 0.12], [-5.60, -0.69, -1.83], [-6.50, -2.69, -2.84], [-5.05, -4.69, -3.18], [-2.73, -4.63, -2.50], [1.43, -5.22, -1.57], [3.78, -4.78, -0.75], [4.24, -2.54, 0.26], [2.46, -0.90, 0.43], [-4.67, 3.15, -0.12], [-3.38, 5.03, 0.95], [-0.96, 4.64, 1.45], [0.05, 2.50, 0.89], [0.45, 0.29, 0.23], [1.43, 0.91, 0.74], [1.71, 0.81, 2.19], [3.02, 0.79, 2.66], [3.27, 0.62, 4.01], [2.21, 0.52, 4.90], [0.90, 0.55, 4.44], [0.65, 0.67, 3.09], [2.30, 1.75, -0.11], [2.58, 1.35, -1.41], [3.38, 2.14, -2.22], [3.85, 3.36, -1.75], [3.54, 3.78, -0.46], [2.79, 2.97, 0.37], [3.84, 0.88, 1.96], [4.29, 0.58, 4.36], [2.41, 0.40, 5.95], [0.08, 0.48, 5.13], [-0.36, 0.67, 2.71], [2.18, 0.41, -1.77], [3.63, 1.81, -3.21], [4.45, 3.98, -2.39], [3.90, 4.73, -0.10], [2.55, 3.29, 1.37]], "lowdin_charge": [1.624, 0.096, -0.422, -0.076, -0.220, -0.008, -0.065, -0.065, -0.008, -0.220, -0.076, -0.422, 0.096, -0.177, 0.038, -0.009, -0.012, -0.098, 0.046, -0.177, 0.038, -0.009, -0.012, -0.097, 0.046, 0.096, 0.109, 0.109, 0.096, 0.131, 0.124, 0.119, 0.084, 0.131, 0.124, 0.119, 0.083, -0.136, -0.353, -0.188, -0.027, -0.051, -0.052, -0.051, -0.019, -0.189, -0.019, -0.051, -0.052, -0.052, -0.029, 0.124, 0.114, 0.113, 0.113, 0.104, 0.104, 0.113, 0.112, 0.114, 0.124], "e_above_lowest_ev": 2.6547, "total_charge": 1, "e_lumo_ev": [-4.09, -4.13], "gap_ev": [6.4, 6.3], "e_homo_ev": [-10.45, -10.46], "multiplicity": 2}

***

Record 3
{"formula": "C3H3N2O", "method": "wB97M-V/def2-TZVPD", "species": ["N", "C", "C", "C", "N", "O", "H", "H", "H"], "xyz": [[-2.04, 0.81, 1.42], [-1.25, 0.64, 0.62], [-0.36, 0.47, -0.50], [0.54, -0.75, -0.37], [1.38, -0.76, 0.57], [2.12, -0.64, 1.42], [0.19, 1.35, -0.60], [-0.85, 0.39, -1.43], [0.28, -1.52, -1.13]], "lowdin_charge": [0.227, -0.193, -0.076, 0.085, 0.094, 0.399, 0.121, 0.132, 0.210], "e_above_lowest_ev": 4.4998, "total_charge": 1, "smiles": "N#CCC=[N+]=O", "e_lumo_ev": -8.49, "gap_ev": 8.4, "e_homo_ev": -16.90}

***

Record 4
{"formula": "C27H57Be2ClN3O7", "method": "wB97M-V/def2-TZVPD", "species": ["Be", "Be", "Cl", "O", "O", "O", "O", "C", "C", "C", "C", "C", "C", "N", "O", "C", "C", "C", "H", "H", "H", "H", "H", "H", "H", "H", "H", "H", "H", "H", "H", "H", "H", "H", "H", "H", "H", "C", "C", "C", "C", "C", "C", "N", "O", "C", "C", "C", "H", "H", "H", "H", "H", "H", "H", "H", "H", "H", "H", "H", "H", "H", "H", "H", "H", "H", "H", "C", "C", "C", "C", "C", "C", "N", "O", "C", "C", "C", "H", "H", "H", "H", "H", "H", "H", "H", "H", "H", "H", "H", "H", "H", "H", "H", "H", "H", "H"], "xyz": [[-0.55, 4.04, 0.26], [1.15, 0.06, 4.20], [-1.62, 0.83, 1.27], [-0.95, 0.47, 2.48], [-2.22, 2.13, 1.44], [-0.66, 0.98, 0.20], [-2.57, -0.17, 0.91], [2.03, 1.01, -4.15], [2.44, -0.28, -3.43], [1.49, -1.48, -3.85], [2.16, -2.78, -3.47], [3.55, -2.94, -4.04], [4.49, -1.88, -3.50], [3.86, -0.60, -3.74], [4.69, 0.45, -3.45], [4.97, -1.94, -1.90], [5.75, -2.02, -4.36], [2.09, -0.13, -1.98], [0.95, 1.13, -4.29], [2.54, 1.28, -5.08], [2.35, 1.83, -3.51], [0.52, -1.52, -3.36], [1.24, -1.51, -4.91], [1.61, -3.63, -3.88], [2.04, -3.01, -2.41], [3.56, -2.87, -5.13], [3.89, -3.95, -3.78], [4.17, -2.43, -1.34], [5.73, -2.69, -1.68], [5.28, -0.98, -1.49], [6.12, -3.04, -4.36], [5.68, -1.64, -5.38], [6.61, -1.44, -4.03], [2.24, -1.05, -1.40], [1.12, 0.33, -1.81], [2.67, 0.55, -1.36], [4.81, 0.75, -4.35], [-1.40, -4.23, 5.15], [-0.96, -2.77, 5.65], [-1.20, -2.49, 7.21], [-0.16, -3.15, 8.21], [1.28, -2.79, 7.62], [1.49, -3.17, 6.12], [0.46, -2.53, 5.37], [0.79, -2.47, 3.98], [2.93, -2.62, 5.74], [1.63, -4.75, 6.07], [-1.85, -1.66, 5.12], [-2.42, -4.09, 4.78], [-0.92, -4.45, 4.19], [-1.57, -5.03, 5.87], [-1.21, -1.43, 7.46], [-2.15, -2.96, 7.50], [-0.25, -2.83, 9.25], [-0.24, -4.22, 8.07], [2.12, -3.12, 8.23], [1.45, -1.72, 7.76], [3.18, -1.57, 5.94], [3.15, -2.82, 4.69], [3.54, -3.23, 6.40], [2.39, -5.20, 6.71], [1.96, -5.05, 5.07], [0.74, -5.35, 6.23], [-2.87, -1.57, 5.47], [-1.51, -0.64, 5.33], [-1.88, -1.86, 4.05], [0.57, -3.35, 3.67], [-2.01, 6.53, -2.64], [-3.12, 5.38, -2.80], [-3.17, 5.34, -4.33], [-3.79, 4.08, -5.02], [-3.03, 2.82, -4.52], [-3.17, 2.77, -2.93], [-2.71, 4.01, -2.25], [-2.83, 3.86, -0.95], [-4.63, 2.40, -2.57], [-2.31, 1.57, -2.47], [-4.59, 5.72, -2.31], [-1.12, 6.18, -3.17], [-1.65, 6.80, -1.65], [-2.20, 7.44, -3.21], [-3.77, 6.19, -4.65], [-2.19, 5.30, -4.79], [-3.76, 4.13, -6.11], [-4.82, 4.05, -4.67], [-1.99, 2.89, -4.87], [-3.53, 1.94, -4.92], [-5.38, 3.09, -2.95], [-4.90, 1.45, -3.02], [-4.70, 2.19, -1.50], [-2.27, 0.65, -3.05], [-1.28, 1.93, -2.43], [-2.60, 1.23, -1.48], [-5.17, 6.44, -2.88], [-4.69, 6.24, -1.36], [-5.16, 4.82, -2.07], [-3.77, 3.85, -0.74]], "lowdin_charge": [1.007, 1.061, 0.619, -0.424, -0.390, -0.404, -0.264, -0.011, -0.432, -0.112, -0.198, -0.126, -0.424, -0.012, 0.077, 0.050, -0.028, -0.042, 0.089, 0.094, 0.080, 0.125, 0.130, 0.125, 0.111, 0.140, 0.141, 0.064, 0.088, 0.083, 0.106, 0.099, 0.090, 0.082, 0.082, 0.092, 0.143, 0.037, -0.429, -0.100, -0.101, -0.121, -0.463, -0.036, -0.069, -0.022, 0.009, -0.054, 0.093, 0.083, 0.103, 0.118, 0.128, 0.123, 0.098, 0.126, 0.112, 0.075, 0.079, 0.097, 0.109, 0.090, 0.076, 0.114, 0.072, 0.084, 0.103, -0.010, -0.364, -0.156, -0.144, -0.092, -0.437, -0.043, -0.039, -0.010, -0.029, 0.010, 0.074, 0.066, 0.102, 0.133, 0.119, 0.125, 0.100, 0.119, 0.126, 0.079, 0.112, 0.095, 0.106, 0.073, 0.056, 0.108, 0.086, 0.062, 0.131], "e_above_lowest_ev": 5.2806, "total_charge": 3, "e_lumo_ev": -12.79, "gap_ev": 1.8, "e_homo_ev": -14.55}

***

Record 5
{"formula": "C4H33NO13", "method": "wB97M-V/def2-TZVPD", "species": ["C", "C", "O", "C", "N", "C", "O", "H", "H", "H", "H", "H", "H", "H", "H", "H", "H", "H", "O", "H", "H", "O", "H", "H", "O", "H", "H", "O", "H", "H", "O", "H", "H", "O", "H", "H", "O", "H", "H", "O", "H", "H", "O", "H", "H", "O", "H", "H", "O", "H", "H"], "xyz": [[-3.25, -1.93, -1.51], [-2.32, -0.78, -1.05], [-2.83, -0.14, 0.10], [-0.87, -1.17, -0.84], [-0.03, 0.06, -0.96], [-0.66, -1.95, 0.45], [0.55, -2.60, 0.72], [-4.25, -1.76, -1.17], [-3.22, -1.89, -2.60], [-2.85, -2.91, -1.25], [-2.42, -0.06, -1.87], [-2.57, 0.77, 0.36], [-0.46, -1.76, -1.67], [0.88, -0.36, -0.92], [-0.19, 0.73, -0.22], [-1.44, -2.72, 0.41], [-0.83, -1.23, 1.25], [0.97, -2.89, -0.06], [-1.74, -1.49, 3.51], [-2.45, -1.67, 2.88], [-2.26, -1.27, 4.29], [-2.05, 1.59, 1.86], [-1.91, 2.52, 2.06], [-2.62, 1.16, 2.50], [2.78, 1.19, -2.96], [2.15, 0.89, -2.28], [3.48, 1.66, -2.52], [2.39, 2.48, -0.23], [2.84, 2.55, -1.06], [2.05, 3.36, -0.01], [2.66, -0.73, 2.26], [3.12, -1.31, 2.84], [1.89, -1.26, 2.04], [-0.08, 3.78, 1.01], [0.02, 2.83, 0.93], [0.55, 4.03, 1.69], [1.44, -1.08, -3.96], [0.63, -1.51, -4.25], [1.20, -0.14, -4.05], [-0.81, 1.12, 4.45], [-1.15, 0.26, 4.16], [0.10, 1.14, 4.16], [2.26, -2.61, -1.75], [2.05, -2.23, -2.62], [3.19, -2.47, -1.59], [-0.18, 1.37, -3.69], [0.25, 2.18, -4.00], [0.26, 1.29, -2.82], [1.89, 1.96, 2.91], [2.56, 1.27, 2.88], [1.29, 1.73, 2.20]], "lowdin_charge": [-0.021, -0.400, -0.062, -0.314, 0.081, -0.224, -0.033, 0.073, 0.079, 0.068, 0.137, 0.060, 0.143, 0.056, 0.065, 0.124, 0.103, 0.032, -0.048, 0.052, 0.060, -0.044, 0.052, 0.051, -0.035, 0.006, 0.036, -0.033, -0.001, 0.034, -0.028, 0.031, 0.025, -0.035, -0.008, 0.054, -0.063, 0.062, 0.006, -0.057, -0.024, 0.006, -0.050, -0.004, 0.052, -0.069, 0.051, -0.011, -0.056, 0.023, 0.001], "e_above_lowest_ev": 1.2202, "smiles": "C[C@@H](O)[C@@H](N)CO.O.O.O.O.O.O.O.O.O.O.O", "e_lumo_ev": 0.12, "gap_ev": 9.6, "e_homo_ev": -9.50}

***

Record 6
{"formula": "C27H38CeCl3N7S3SiTe", "method": "wB97M-V/def2-TZVPD", "species": ["Ce", "C", "C", "C", "C", "C", "C", "N", "N", "Si", "C", "C", "C", "H", "H", "H", "H", "H", "H", "H", "H", "H", "H", "H", "H", "H", "H", "H", "C", "Te", "C", "H", "H", "H", "H", "H", "H", "S", "C", "S", "C", "N", "N", "C", "C", "C", "C", "C", "C", "S", "H", "H", "H", "H", "H", "Cl", "C", "Cl", "Cl", "C", "N", "C", "C", "N", "C", "C", "N", "C", "C", "H", "H", "H", "H", "H", "H", "H", "H", "H", "H", "H", "H"], "xyz": [[10.54, 12.35, 11.47], [11.57, 16.10, 11.43], [10.83, 15.70, 12.65], [10.57, 16.53, 13.73], [9.94, 16.09, 14.90], [9.79, 14.71, 15.04], [9.92, 13.84, 13.88], [10.44, 14.39, 12.73], [9.64, 12.50, 13.73], [8.98, 11.41, 15.05], [8.34, 9.91, 14.37], [7.57, 12.29, 15.97], [10.38, 11.40, 16.26], [12.54, 15.60, 11.43], [11.59, 17.18, 11.51], [11.00, 15.81, 10.56], [10.79, 17.59, 13.61], [9.76, 16.81, 15.68], [9.53, 14.23, 15.97], [7.33, 10.21, 13.99], [8.27, 9.15, 15.15], [8.93, 9.55, 13.51], [7.42, 13.27, 15.47], [7.83, 12.49, 16.99], [6.66, 11.75, 15.88], [10.86, 12.35, 16.54], [11.20, 10.89, 15.76], [10.21, 10.87, 17.22], [6.98, 15.15, 10.51], [6.99, 13.08, 11.23], [6.37, 11.90, 9.52], [6.97, 15.14, 9.41], [7.80, 15.72, 10.89], [5.98, 15.47, 10.86], [5.28, 12.02, 9.47], [6.65, 10.84, 9.50], [6.83, 12.41, 8.65], [13.31, 8.54, 14.96], [13.65, 9.60, 13.79], [12.86, 11.21, 13.71], [13.84, 11.68, 12.31], [14.64, 10.70, 11.96], [14.51, 9.51, 12.77], [15.27, 8.34, 12.45], [14.93, 7.02, 12.79], [15.61, 5.95, 12.25], [16.67, 6.17, 11.34], [17.02, 7.48, 11.05], [16.40, 8.55, 11.63], [13.48, 13.13, 11.49], [13.96, 6.87, 13.25], [15.22, 4.95, 12.39], [17.12, 5.38, 10.77], [17.84, 7.67, 10.39], [16.75, 9.50, 11.34], [12.04, 15.54, 6.85], [10.38, 14.83, 7.07], [9.09, 16.16, 7.19], [9.99, 13.62, 5.80], [10.39, 14.15, 8.35], [10.51, 13.69, 9.39], [11.32, 9.03, 10.57], [11.68, 7.96, 9.49], [11.25, 8.41, 8.12], [9.87, 8.91, 8.21], [9.75, 10.18, 9.16], [11.04, 10.36, 9.91], [12.14, 10.62, 8.92], [12.12, 9.53, 7.75], [12.16, 9.28, 11.24], [10.47, 8.80, 11.14], [11.23, 7.02, 9.79], [12.78, 7.83, 9.47], [9.23, 8.09, 8.65], [9.43, 9.07, 7.19], [8.95, 10.07, 9.89], [9.56, 11.10, 8.55], [13.05, 10.63, 9.54], [11.98, 11.66, 8.53], [13.18, 9.18, 7.58], [11.68, 10.00, 6.82]], "lowdin_charge": [0.771, -0.028, -0.316, -0.049, -0.033, 0.000, -0.426, -0.059, -0.210, 0.378, -0.162, -0.159, -0.181, 0.039, 0.092, 0.046, 0.113, 0.116, 0.089, 0.057, 0.058, 0.033, 0.034, 0.027, 0.012, 0.047, -0.039, 0.054, -0.375, 1.208, -0.436, -0.009, -0.010, 0.002, 0.003, 0.004, 0.001, 0.692, -1.086, 0.941, -1.110, 0.038, -0.131, -0.184, -0.069, -0.068, -0.069, -0.094, -0.025, 0.586, 0.044, 0.108, 0.100, 0.104, 0.093, 0.653, -1.466, 0.612, 0.643, -0.326, 0.138, -0.113, -0.109, -0.146, -0.144, -0.162, -0.309, -0.129, -0.133, 0.114, 0.104, 0.121, 0.130, 0.132, 0.134, 0.097, 0.117, 0.108, 0.105, 0.137, 0.132], "e_above_lowest_ev": 0.0000, "total_charge": 1, "e_lumo_ev": [-3.69, -3.68], "gap_ev": [6.1, 6.1], "e_homo_ev": [-9.80, -9.80], "multiplicity": 2}

***

Record 7
{"formula": "C6H3BrSi", "method": "wB97M-V/def2-TZVPD", "species": ["C", "C", "C", "C", "C", "C", "Si", "Br", "H", "H", "H"], "xyz": [[-1.22, -0.86, 2.43], [-1.09, -0.13, -2.81], [2.75, 1.59, 0.42], [-0.81, -0.20, 1.52], [-0.72, 0.09, -1.67], [1.66, 1.06, 0.20], [-0.08, 0.49, -0.03], [-3.37, 1.78, 0.60], [-1.92, -1.25, 3.09], [-1.13, -0.41, -3.77], [3.78, 1.74, 0.57]], "lowdin_charge": [0.049, 0.112, 0.086, -0.289, -0.208, -0.183, 0.700, -0.337, 0.034, 0.005, 0.031], "e_lumo_ev": [-2.44, -2.84], "gap_ev": [6.1, 5.0], "e_homo_ev": [-8.52, -7.83]}

***

Record 8
{"formula": "C4H5ClO", "method": "wB97M-V/def2-TZVPD", "species": ["C", "C", "C", "C", "O", "Cl", "H", "H", "H", "H", "H"], "xyz": [[-0.03, -1.18, 0.38], [-1.04, -2.02, 0.43], [0.79, -0.07, 0.51], [0.00, 2.19, -0.88], [1.19, -1.10, -0.35], [1.74, 0.64, 1.76], [-0.75, -2.82, -0.17], [-1.93, -1.72, 0.87], [-0.90, 2.04, -0.26], [-0.05, 1.84, -1.90], [0.98, 2.21, -0.39]], "lowdin_charge": [-0.312, 0.095, -0.648, 0.079, 0.041, 0.676, 0.060, 0.053, 0.002, -0.005, -0.041], "e_above_lowest_ev": 5.7474, "e_lumo_ev": [0.13, -0.43], "gap_ev": [8.8, 8.5], "e_homo_ev": [-8.70, -8.97]}